{
  "formula": "C16H13InN2O6",
  "method": "ωB97M-V/def2-TZVPD",
  "species": ["O", "C", "In", "O", "C", "C", "O", "C", "O", "C", "O", "H", "C", "N", "N", "C", "O", "C", "C", "C", "C", "C", "C", "C", "C", "C", "H", "H", "H", "H", "H", "H", "H", "H", "H", "H", "H", "H"],
  "positions_angstrom": [[0.336318, 0.003031, -8.509884], [0.603885, 0.008544, -7.427085], [-0.376118, -0.028684, -2.790519], [2.244869, -0.013428, -4.663114], [1.334212, -0.019555, -3.944901], [-2.397105, -0.032692, -2.138435], [-3.506192, -0.043357, -1.840721], [-0.501236, -2.099184, -3.012550], [-0.606135, -3.228507, -3.220178], [-0.549115, 2.050538, -3.056298], [-0.666449, 3.171082, -3.288042], [-1.207129, -0.046188, -4.418129], [1.347618, 0.342560, 3.620449], [1.417162, 0.461612, 2.175077], [0.452608, 0.039477, 1.305394], [0.957928, 0.289474, 0.082594], [0.245031, 0.068491, -0.897203], [2.256907, 0.860482, 0.146278], [2.489236, 0.947069, 1.495832], [3.689659, 1.480919, 2.090681], [-0.886521, -0.477300, 1.585078], [-1.646659, 0.057548, 2.626386], [-2.939466, -0.422802, 2.863610], [-3.485432, -1.420227, 2.050769], [-2.732442, -1.928434, 0.988354], [-1.442151, -1.455971, 0.753875], [2.217900, -0.212787, 3.966571], [0.459637, -0.185079, 3.965709], [1.370755, 1.344631, 4.055295], [2.825405, 1.153404, -0.722945], [3.449753, 2.340899, 2.711012], [4.187159, 0.719964, 2.687516], [4.379922, 1.807311, 1.308518], [-1.263344, 0.857968, 3.259648], [-3.531886, -0.011866, 3.684969], [-4.497615, -1.793545, 2.235992], [-3.154347, -2.708799, 0.348973], [-0.876626, -1.876593, -0.078561]],
  "forces_ev_per_a": [[-0.130, -0.002, -0.609], [0.096, 0.003, 0.623], [-0.815, 0.200, -0.569], [-4.491, -0.028, 3.272], [8.199, 0.044, -5.132], [-7.161, -0.074, 2.943], [4.000, 0.071, -1.380], [-0.310, -8.538, -0.606], [0.303, 4.705, 0.630], [-0.427, 8.128, -0.798], [0.335, -4.400, 0.706], [0.040, -0.036, -0.119], [0.254, 0.036, 0.492], [0.672, 0.267, 0.862], [0.160, -0.092, -0.177], [2.231, 1.007, 1.621], [-2.091, -0.770, -3.016], [-2.039, -0.916, 0.094], [-1.064, -0.459, -0.711], [0.950, 0.402, 0.731], [0.162, 0.416, 0.231], [-0.198, 0.070, 0.065], [-0.004, -0.179, -0.168], [0.073, 0.109, -0.009], [-0.057, 0.157, 0.234], [0.112, -0.298, -0.082], [-0.005, 0.003, 0.043], [0.150, 0.058, -0.313], [-0.098, -0.139, 0.068], [0.195, 0.045, 0.369], [0.149, 0.063, 0.253], [0.151, 0.069, 0.231], [-0.162, -0.088, 0.163], [-0.082, -0.210, -0.266], [0.282, -0.108, -0.292], [0.441, 0.160, -0.051], [0.196, 0.266, 0.217], [-0.016, 0.062, 0.450]],
  "charge": 2,
  "gap_ev": 6.505,
  "total_energy_ev": -37219.735,
  "de_lowest_ev": 0.779,
  "spin_multiplicity": 1,
  "homo_energy_ev": -14.87
}

{
  "formula": "C45H51Cl5N6O3P2V",
  "method": "ωB97M-V/def2-TZVPD",
  "species": ["V", "Cl", "C", "C", "C", "Cl", "C", "Cl", "C", "Cl", "C", "Cl", "C", "P", "C", "N", "C", "C", "C", "C", "C", "C", "N", "C", "P", "C", "C", "C", "C", "C", "C", "C", "C", "C", "H", "H", "H", "H", "H", "H", "H", "H", "H", "H", "H", "H", "H", "H", "H", "H", "H", "H", "H", "H", "H", "H", "H", "H", "H", "H", "H", "H", "C", "N", "C", "C", "C", "N", "C", "C", "O", "H", "H", "H", "H", "H", "H", "H", "H", "H", "H", "H", "H", "O", "C", "N", "C", "C", "O", "N", "C", "C", "C", "C", "C", "C", "C", "C", "C", "C", "C", "C", "H", "H", "H", "H", "H", "H", "H", "H", "H", "H", "H"],
  "positions_angstrom": [[-0.849209, 0.132746, -0.411271], [-4.082865, -1.149603, -3.025025], [-3.513700, -1.540436, -1.454772], [-2.445531, -0.875745, -0.860426], [-2.040342, -1.133634, 0.382288], [0.355979, -0.033270, 1.377457], [-2.616710, -2.080766, 1.220552], [-2.086315, -2.346881, 2.829083], [-3.624759, -2.826101, 0.634527], [-4.348786, -4.105825, 1.506645], [-4.081610, -2.546989, -0.697645], [-5.352962, -3.485367, -1.347914], [-2.745667, 1.194590, 2.494439], [-2.346938, 1.725590, 0.813262], [-1.523748, 3.322103, 1.074320], [-1.995828, 4.103108, 2.015488], [-1.500847, 5.357713, 2.077430], [-1.951279, 6.245942, 3.083853], [-1.496747, 7.529702, 3.097360], [-0.580165, 7.986545, 2.116024], [-0.122148, 7.150904, 1.142617], [-0.566109, 5.807192, 1.109842], [-0.066264, 4.959758, 0.183946], [-0.495011, 3.720528, 0.190541], [0.304527, 2.489059, -0.942137], [0.015885, 3.454158, -2.471197], [2.123982, 2.615129, -0.417257], [2.882909, 1.300797, -0.648422], [2.796769, 3.726931, -1.226301], [2.202230, 2.956983, 1.080186], [-3.972374, 2.115456, -0.014951], [-4.956743, 0.985619, 0.310640], [-3.745604, 2.227058, -1.521102], [-4.552199, 3.437091, 0.500890], [-3.274198, 2.001966, 3.001769], [-1.815032, 0.985189, 3.020997], [-3.357438, 0.295994, 2.479464], [-2.657541, 5.876340, 3.814031], [-1.837431, 8.216750, 3.859810], [-0.241087, 9.012759, 2.150522], [0.585506, 7.473891, 0.391998], [0.310721, 4.486863, -2.287553], [-1.050546, 3.440035, -2.684502], [0.557445, 3.042472, -3.312919], [3.153101, 1.178014, -1.693359], [2.333762, 0.412968, -0.327349], [3.803911, 1.347206, -0.064347], [2.777464, 3.505628, -2.293389], [3.842914, 3.787552, -0.917600], [2.334151, 4.697061, -1.048166], [1.611588, 2.278389, 1.696064], [1.901308, 3.980768, 1.287575], [3.242856, 2.855316, 1.391403], [-4.541132, -0.012365, 0.143853], [-5.830825, 1.089074, -0.333794], [-5.295773, 1.048060, 1.344198], [-3.323291, 1.317324, -1.952141], [-3.090153, 3.066795, -1.748875], [-4.699851, 2.417088, -2.016108], [-4.629755, 3.460609, 1.587261], [-5.556039, 3.547872, 0.087560], [-3.962843, 4.296220, 0.180653], [4.530851, -1.922878, -0.615177], [3.886648, -3.127846, -0.132508], [4.701414, -4.295608, 0.150199], [4.013179, -5.177814, 1.172076], [2.603743, -5.471035, 0.701917], [1.901260, -4.234865, 0.415875], [0.456075, -4.291080, 0.447714], [2.522969, -3.115981, -0.059741], [1.890882, -2.108305, -0.393764], [5.595350, -2.120900, -0.727908], [4.397381, -1.098710, 0.086988], [4.123525, -1.610292, -1.575946], [5.664334, -3.954076, 0.533697], [4.893681, -4.862808, -0.768922], [3.977839, -4.667190, 2.137003], [4.569148, -6.106831, 1.300266], [2.045372, -5.998140, 1.478604], [2.619608, -6.117298, -0.185308], [0.129946, -4.704152, 1.404869], [0.061738, -4.915211, -0.360493], [0.059250, -3.287070, 0.330444], [1.233195, 1.092754, -2.934654], [0.898058, -0.080306, -2.912815], [1.400247, -1.042697, -3.718381], [0.673704, -2.295265, -3.617940], [-0.237327, -1.965160, -2.418141], [-1.018652, -2.743278, -1.937797], [-0.060926, -0.628978, -2.056600], [-0.186205, -2.497608, -4.871475], [-1.195640, -1.579518, -5.149237], [-1.945579, -1.682493, -6.307496], [-1.689113, -2.704073, -7.212162], [-0.678227, -3.612748, -6.949275], [0.071001, -3.512276, -5.783632], [1.554672, -3.494904, -3.317129], [2.930236, -3.430643, -3.477182], [3.717264, -4.556393, -3.273025], [3.132930, -5.756187, -2.902571], [1.755546, -5.823248, -2.733281], [0.969520, -4.702681, -2.944670], [1.920448, -0.771625, -4.536814], [-1.400294, -0.771056, -4.456495], [-2.730856, -0.965201, -6.506381], [-2.273321, -2.787294, -8.118451], [-0.465645, -4.406582, -7.652355], [0.856930, -4.229407, -5.592759], [3.399414, -2.498968, -3.760592], [4.789625, -4.490242, -3.407693], [3.743659, -6.636774, -2.751171], [1.288959, -6.757676, -2.449263], [-0.103821, -4.763745, -2.832069]],
  "forces_ev_per_a": [[-0.186, 0.133, -0.203], [0.019, -0.015, -0.021], [-0.050, -0.096, -0.012], [0.009, 0.043, -0.013], [-0.132, -0.021, 0.118], [0.088, -0.084, 0.183], [-0.040, -0.080, -0.025], [0.014, -0.010, 0.002], [0.049, 0.002, 0.085], [0.009, 0.010, -0.002], [0.018, 0.054, -0.119], [0.002, 0.004, 0.001], [0.020, 0.001, 0.041], [0.108, -0.161, -0.028], [0.027, 0.062, -0.057], [-0.037, -0.049, 0.003], [0.053, 0.046, -0.029], [-0.003, 0.027, 0.004], [-0.028, -0.036, 0.021], [0.022, -0.008, -0.033], [0.001, 0.031, 0.014], [-0.036, -0.002, 0.058], [0.095, -0.012, -0.031], [0.021, -0.088, 0.041], [-0.148, 0.090, -0.181], [0.071, 0.140, 0.052], [0.023, 0.032, 0.012], [-0.076, -0.106, -0.038], [-0.021, -0.021, 0.008], [-0.037, 0.013, -0.005], [-0.018, 0.002, 0.002], [0.056, -0.121, 0.038], [0.063, -0.017, -0.014], [0.035, -0.028, 0.010], [0.010, 0.004, -0.022], [-0.029, -0.009, -0.011], [0.014, -0.001, 0.005], [-0.016, 0.000, 0.019], [-0.007, 0.001, 0.010], [0.008, 0.013, -0.003], [0.016, 0.010, -0.014], [-0.022, -0.014, 0.037], [-0.110, -0.037, -0.034], [-0.046, 0.049, 0.048], [-0.008, -0.008, -0.004], [0.103, 0.061, -0.039], [0.034, -0.004, 0.003], [0.009, 0.011, -0.008], [0.015, -0.001, 0.012], [-0.009, 0.018, -0.006], [0.011, 0.022, 0.002], [-0.036, 0.023, -0.004], [0.013, 0.000, -0.002], [-0.105, 0.196, 0.055], [-0.025, 0.007, -0.015], [-0.018, -0.004, 0.017], [-0.013, 0.040, -0.004], [0.095, 0.067, -0.054], [-0.009, -0.008, -0.001], [-0.006, 0.013, 0.017], [-0.032, -0.006, -0.016], [0.001, -0.011, 0.007], [0.012, 0.033, -0.001], [-0.050, -0.001, 0.018], [0.043, -0.040, 0.078], [0.010, -0.004, -0.024], [0.012, -0.053, 0.045], [-0.030, -0.056, 0.034], [-0.036, 0.027, -0.011], [0.083, -0.027, -0.048], [-0.070, 0.079, -0.076], [-0.015, -0.001, -0.008], [0.017, 0.019, 0.000], [-0.024, 0.007, -0.040], [-0.016, -0.014, -0.003], [0.004, 0.011, 0.020], [0.005, 0.004, -0.009], [-0.005, 0.004, -0.002], [0.010, 0.001, -0.007], [0.008, 0.024, 0.069], [-0.009, 0.000, 0.006], [-0.008, 0.016, 0.058], [-0.005, -0.025, 0.006], [-0.014, -0.338, -0.027], [0.328, 0.175, -0.093], [-0.002, -0.022, 0.086], [-0.004, 0.036, -0.024], [-0.110, -0.284, -0.125], [0.121, -0.035, -0.003], [-0.084, 0.306, 0.401], [0.033, 0.002, -0.054], [-0.008, 0.012, -0.014], [-0.011, 0.005, 0.022], [0.003, -0.010, -0.007], [-0.012, -0.001, -0.005], [-0.007, -0.003, 0.032], [0.029, -0.029, 0.011], [0.000, 0.028, 0.024], [0.009, -0.010, -0.019], [-0.021, 0.013, -0.027], [0.015, 0.012, -0.063], [0.015, -0.026, -0.047], [-0.042, 0.006, -0.024], [-0.017, 0.014, 0.012], [-0.012, 0.012, -0.002], [-0.008, 0.001, -0.012], [0.002, -0.014, -0.010], [0.010, -0.015, 0.003], [0.023, 0.031, -0.002], [0.001, -0.005, -0.011], [0.014, -0.015, 0.001], [-0.009, -0.018, 0.004], [-0.009, 0.000, -0.009]],
  "charge": 1,
  "gap_ev": [6.253, 6.252],
  "total_energy_ev": -169451.203,
  "spin_multiplicity": 1,
  "homo_energy_ev": [-10.51, -10.51]
}

{
  "formula": "C4H11NO2",
  "method": "ωB97M-V/def2-TZVPD",
  "species": ["C", "C", "C", "O", "N", "C", "H", "H", "H", "H", "H", "H", "H", "H", "H", "O", "H", "H"],
  "positions_angstrom": [[0.064288, 1.596277, 0.756678], [0.896328, 0.524079, 1.459320], [0.246613, -0.848078, 1.397833], [-0.020110, -1.479497, 2.401620], [-0.064045, -1.288972, 0.145021], [-0.536387, -2.626172, -0.112062], [-0.990131, 1.486653, 0.996298], [0.126785, 1.528798, -0.327878], [0.357536, 2.615522, 1.020860], [1.910044, 0.498066, 1.043061], [0.964344, 0.754643, 2.515914], [0.424388, -0.857042, -0.629474], [0.267751, -3.335471, -0.310332], [-1.099716, -3.001831, 0.732189], [-1.202079, -2.639419, -0.969293], [-0.519381, 1.963228, -3.348449], [-0.831416, 2.668088, -2.769806], [0.005193, 2.441127, -4.001499]],
  "forces_ev_per_a": [[-0.154, 0.178, -0.295], [-0.132, 0.225, -0.042], [0.098, -0.016, -0.050], [-0.063, -0.050, 0.023], [0.415, 0.062, -0.406], [-0.227, -0.437, -0.039], [-0.122, 0.000, 0.173], [0.098, -0.093, -0.130], [0.136, -0.177, 0.122], [-0.102, -0.105, 0.077], [0.156, -0.005, 0.151], [-0.230, 0.146, 0.235], [0.171, 0.020, 0.055], [0.004, 0.120, 0.259], [-0.058, 0.150, -0.166], [0.107, 0.299, 0.007], [-0.088, -0.135, 0.060], [-0.008, -0.180, -0.034]],
  "charge": 0,
  "gap_ev": 10.050,
  "total_energy_ev": -9911.863,
  "de_lowest_ev": 0.379,
  "spin_multiplicity": 1,
  "homo_energy_ev": -9.44
}